Run w
A single C3H9N3O2 molecule. Source: the OMol25 dataset; level of theory: the ωB97M-V functional and the def2-TZVPD basis.

The geometry in XYZ format:
```
17
Properties=species:S:1:pos:R:3:lowdin_charge:R:1
C 1.26 1.42 0.52 -0.0792
C 1.43 -0.12 0.19 -0.5816
C 2.97 -0.39 -0.20 -0.1054
N 0.48 -0.67 -0.58 0.0009
N -0.84 -0.33 -0.14 -0.2694
O -1.47 -1.16 0.74 -0.0013
N -1.59 0.62 -0.70 0.0442
O -2.68 0.51 -0.05 -0.1040
H 1.46 1.72 -0.54 0.0694
H 0.10 1.64 0.67 0.0861
H 1.84 1.89 1.46 0.1209
H 1.41 -0.95 1.18 0.1890
H 3.42 -0.12 0.98 0.1356
H 3.31 0.46 -1.01 0.0963
H 3.25 -1.52 -0.55 0.1038
H 0.45 -0.34 -1.66 0.2010
H -2.30 -0.37 0.85 0.0936
```

LUMO   0.348 eV
Orbital gap   0.36756 Ha
SMILES   CC(C)NN(O)N=O

Run x
3 unconnected molecules or ions with the total composition C3H9N3O2. Source: the OMol25 dataset; level of theory: the ωB97M-V functional and the def2-TZVPD basis.

The geometry in XYZ format:
```
17
Properties=species:S:1:pos:R:3:lowdin_charge:R:1
C 1.94 -0.08 -0.78 -0.0556
C 0.34 0.40 1.11 -0.0567
C 1.04 -0.62 0.28 -0.5517
N 1.04 -1.85 0.45 0.2223
N -0.93 -2.24 2.19 -0.2869
N -1.74 1.76 -2.08 -0.0062
O -1.83 -2.68 1.58 0.1159
O -0.62 -1.92 3.25 0.1289
H 2.01 -0.77 -1.60 0.0742
H 1.47 0.79 -1.13 0.0510
H 2.94 0.23 -0.44 0.0989
H -0.70 0.33 0.71 0.0875
H 0.75 1.33 0.75 0.0641
H 0.42 0.39 2.23 0.0931
H -1.98 1.04 -1.39 -0.0029
H -2.53 2.40 -2.06 0.0045
H -1.64 1.47 -3.07 0.0195
```

LUMO (spin up / spin down)   -0.358 / 0.229 eV
Orbital gap (spin up / spin down)   0.32748 / 0.34885 Ha

The structure with the most favorable energy is run x; the runner-up is 0.0812 hartree above it.

Run w
A molecular structure, C5H13N. Source: the OMol25 dataset; level of theory: the ωB97M-V functional and the def2-TZVPD basis.

The geometry in XYZ format:
```
19
Properties=species:S:1:pos:R:3:lowdin_charge:R:1
C 0.95 -2.18 -0.71 -0.0908
C 1.71 -0.78 -0.94 -0.2904
C 0.86 0.43 -0.84 -0.1615
C 0.35 0.69 0.52 -0.2616
N -0.99 0.07 1.03 -0.0680
C -1.99 0.27 0.10 -0.0911
H 1.56 -3.08 -0.65 0.0634
H 0.32 -2.08 0.18 0.0398
H 0.26 -2.12 -1.54 0.0548
H 2.11 -0.79 -1.97 0.0978
H 2.57 -0.84 -0.24 0.0989
H 0.28 1.76 0.67 0.0993
H 0.79 1.24 -1.54 0.0663
H -1.79 3.46 2.36 0.0144
H 1.05 0.27 1.23 0.0941
H -2.19 2.85 2.42 0.0059
H -1.04 -0.70 -0.01 0.1733
H -1.93 0.98 -0.74 0.0756
H -2.90 0.54 0.67 0.0797
```

LUMO   -1.081 eV
Orbital gap   0.19843 Ha

Run x
3 unconnected molecules or ions with the total composition C5H13N. Source: the OMol25 dataset; level of theory: the ωB97M-V functional and the def2-TZVPD basis.

The geometry in XYZ format:
```
19
Properties=species:S:1:pos:R:3:lowdin_charge:R:1
C -2.71 -0.72 0.06 0.0584
C -1.39 -0.99 0.24 -0.1724
C -0.25 -0.47 -0.40 -0.3541
C 1.08 -0.80 -0.07 -0.1078
C -0.42 0.43 -1.61 -0.0310
N 2.61 0.96 1.07 -0.0867
H -3.41 -1.11 0.78 0.0559
H -3.17 -0.11 -0.71 0.0550
H -0.03 0.82 1.82 0.0583
H -1.23 -1.67 1.08 0.1115
H -0.18 1.52 1.56 0.0689
H 1.71 -1.06 -0.92 0.1088
H 1.19 -1.61 0.65 0.0971
H 1.70 0.21 0.28 0.0059
H 0.01 1.43 -1.43 0.0935
H -1.50 0.48 -1.77 0.0572
H 0.15 0.04 -2.45 0.0891
H 2.24 1.88 0.90 -0.0617
H 3.60 0.78 0.93 -0.0459
```

LUMO   -0.977 eV
Orbital gap   0.23999 Ha

Run y
A single C5H13N molecule. Source: the OMol25 dataset; level of theory: the ωB97M-V functional and the def2-TZVPD basis.

The geometry in XYZ format:
```
19
Properties=species:S:1:pos:R:3:lowdin_charge:R:1
C -1.36 -1.82 -1.19 -0.1051
C -1.13 -0.88 -0.01 -0.2517
C 0.19 -0.10 -0.11 -0.4009
C 0.06 1.04 -1.14 -0.0793
C 0.59 0.40 1.28 -0.2817
N 1.60 1.44 1.23 -0.0063
H -2.41 -1.85 -1.50 0.0679
H -0.80 -1.50 -2.07 0.0657
H -1.01 -2.83 -0.94 0.0712
H -1.95 -0.16 0.11 0.1137
H -1.13 -1.46 0.91 0.1025
H 0.96 -0.79 -0.48 0.1360
H -0.65 0.79 -1.93 0.0694
H -0.33 1.95 -0.69 0.0768
H 1.01 1.28 -1.61 0.0699
H -0.28 0.82 1.78 0.1155
H 0.94 -0.49 1.83 0.1109
H 2.33 1.28 0.55 0.0643
H 1.90 1.73 2.14 0.0613
```

LUMO   1.196 eV
Orbital gap   0.37072 Ha
SMILES   CC[C@@H](C)CN

The structure with the most favorable energy is run y; the runner-up is 0.1912 hartree above it.